Entry 1:
A cluster of 2 separate species, C4H10O2 in total at a distorted geometry, computed with ωB97M-V with the def2-TZVPD basis set.

Results
* molecular weight: 90.1 g/mol
* structure (SMILES): O=CO.CCC
* max |F|: 2.87 eV/Å
* frontier orbital gap: 11.291 eV
* energy: -8403.9787 eV
* energy relative to the best compared isomer or geometry (same formula, charge and spin): 36.2 kcal per mole
* lowest unoccupied orbital energy: 0.5 eV

Cartesian coordinates (Å):
C -1.02 0.64 2.24
C -0.81 0.58 0.67
C -0.69 -0.86 0.15
H -2.06 0.31 2.41
H -0.99 1.65 2.78
H -0.42 -0.04 2.74
H 0.08 1.05 0.20
H -1.66 1.11 0.31
H -0.65 -0.85 -0.98
H 0.31 -1.41 0.39
H -1.54 -1.52 0.49
O 3.08 0.35 -1.38
C 2.15 0.20 -2.15
O 1.14 -0.75 -2.01
H 1.99 0.81 -3.01
H 1.10 -1.26 -2.86

Entry 2:
A cluster of 2 separate species, C4H10O2 in total at a distorted geometry, computed with ωB97M-V with the def2-TZVPD basis set.

Results
* molecular weight: 90.1 g/mol
* structure (SMILES): C/C=C/CO.O
* max |F|: 6.40 eV/Å
* frontier orbital gap: 9.225 eV
* energy: -8402.3601 eV
* energy relative to the best compared isomer or geometry (same formula, charge and spin): 73.5 kcal per mole
* lowest unoccupied orbital energy: 0.5 eV

Cartesian coordinates (Å):
C -2.22 -1.53 -0.63
C 1.20 -0.30 1.01
O 1.20 1.00 1.47
C 0.04 -0.48 0.14
C -0.76 -1.62 0.01
H -2.40 -0.44 -0.94
H -3.04 -1.87 0.02
H -2.30 -2.20 -1.54
H 1.31 -1.15 1.81
H 2.10 -0.38 0.35
H 0.57 1.33 0.81
H -0.04 0.02 -0.76
H -0.56 -2.60 0.44
H 0.80 2.40 -2.42
H 0.30 2.99 -1.14
O 0.51 2.19 -1.45